Here is a molecular structure, C33H41N6SeSr from the OMol25 dataset. Energies are from ωB97M-V/def2-TZVPD.

```
82
C33H41N6SeSr, DFT ωB97M-V/def2-TZVPD
Sr -0.90 -0.91 -1.95
C -0.95 -3.91 3.24
C -0.77 -2.62 3.74
C -0.78 -1.52 2.88
C -0.96 -1.73 1.52
C -1.14 -3.01 1.03
C -1.14 -4.10 1.88
N -0.95 -0.66 0.55
N -0.78 0.47 1.02
C -0.73 1.58 0.13
C -0.64 2.79 0.82
C -0.56 3.97 0.10
C -0.57 3.92 -1.29
C -0.66 2.69 -1.95
C -0.74 1.46 -1.27
H -0.95 -4.75 3.92
H -0.63 -2.46 4.80
H -0.63 -0.52 3.26
H -1.28 -3.17 -0.04
H -1.28 -5.10 1.49
H -0.62 2.78 1.90
H -0.49 4.92 0.62
H -0.50 4.84 -1.86
H -0.64 2.71 -3.03
C 5.13 1.02 -2.61
C 5.06 1.60 -1.20
C 3.83 2.48 -0.96
C 2.50 1.73 -0.98
N 2.41 0.72 0.08
C 2.34 -0.63 -0.07
Se 2.19 -1.55 -1.69
N 2.32 -1.17 1.17
C 2.25 -2.60 1.49
C 3.52 -3.14 2.16
C 4.71 -3.32 1.22
C 5.38 -2.02 0.77
C 2.35 -0.16 2.13
C 2.27 -0.20 3.51
C 2.25 1.01 4.18
C 2.29 2.23 3.48
C 2.36 2.26 2.10
C 2.40 1.04 1.44
H 6.08 0.50 -2.77
H 5.06 1.81 -3.36
H 4.33 0.30 -2.80
H 5.95 2.21 -1.01
H 5.08 0.79 -0.46
H 3.77 3.24 -1.74
H 3.95 3.00 -0.01
H 2.35 1.21 -1.92
H 1.67 2.43 -0.85
H 2.08 -3.13 0.56
H 1.38 -2.75 2.13
H 3.25 -4.10 2.60
H 3.81 -2.49 2.99
H 4.38 -3.88 0.34
H 5.45 -3.94 1.73
H 4.77 -1.49 0.04
H 6.35 -2.22 0.31
H 5.55 -1.35 1.62
H 2.20 -1.14 4.05
H 2.19 1.02 5.26
H 2.26 3.16 4.03
H 2.37 3.20 1.55
N -3.38 -0.98 -2.09
C -4.49 -0.72 -2.27
N -5.74 -0.41 -2.48
C -6.34 -0.58 -3.84
C -7.71 0.08 -3.85
C -7.64 1.51 -3.32
C -7.07 1.57 -1.88
C -6.56 0.22 -1.42
H -6.40 -1.64 -4.08
H -5.69 -0.09 -4.56
H -8.41 -0.51 -3.26
H -8.08 0.06 -4.87
H -8.62 1.97 -3.36
H -7.00 2.09 -4.00
H -7.82 1.91 -1.17
H -6.25 2.29 -1.84
H -7.38 -0.45 -1.18
H -5.94 0.31 -0.53
```

Summary:
E_HOMO: -0.383 hartree
orbital gap: 0.2767 Ha
total charge: +1
E_tot: -4042.61965 a.u.
relative energy (zero: lowest compared OMol25 entry of this formula, charge and spin): 0.0 kJ/mol

Charge distribution, Mulliken scheme, values in e: 1.9026, -0.6226, -0.6445, -0.0852, -0.1037, -0.1792, -0.7372, 0.4344, -0.3469, 0.9743, -0.0743, -0.7533, -0.6082, -0.8243, -1.2487, 0.4146, 0.4219, 0.5386, 0.1761, 0.3955, 0.5136, 0.4218, 0.4085, 0.3904, -1.2248, -0.0622, -0.8414, -0.7653, 2.2110, -0.9571, -0.1413, 1.7936, -0.2478, -0.8563, -0.7491, -0.6491, 0.5233, -1.3681, -0.9196, -1.0621, -1.1627, 0.4307, 0.3972, 0.3565, 0.1796, 0.4459, -0.0576, 0.5795, 0.2777, 0.8684, -0.6591, 0.6997, -0.7322, 0.5488, 0.2657, 0.2898, 0.3785, -0.0588, 0.5062, 0.2418, 0.5559, 0.4621, 0.4367, 0.5252, -0.6235, 0.0841, 0.1193, -0.6493, -0.7252, -0.5626, -0.4671, -0.8214, 0.3569, 0.3976, 0.3196, 0.3721, 0.3186, 0.3006, 0.3249, 0.2597, 0.2919, 0.4802